{
  "formula": "C27H47F8N3O5PS2",
  "method": "ωB97M-V/def2-TZVPD",
  "e_tot_ev": -96158.497,
  "homo_lumo_gap_ev": 7.739,
  "homo_ev": -10.18,
  "spin_multiplicity": 1,
  "charge": 1,
  "symbols": ["H", "F", "F", "C", "H", "H", "C", "H", "C", "H", "C", "F", "C", "H", "C", "C", "O", "H", "N", "H", "H", "H", "H", "H", "F", "H", "H", "H", "C", "C", "C", "H", "H", "H", "H", "C", "H", "O", "H", "O", "C", "H", "H", "H", "F", "P", "H", "H", "C", "N", "H", "C", "H", "S", "C", "H", "H", "H", "H", "H", "S", "H", "C", "H", "C", "H", "C", "O", "C", "C", "H", "C", "C", "N", "F", "H", "H", "O", "H", "H", "C", "H", "H", "H", "H", "C", "H", "F", "C", "C", "F", "C", "H"],
  "coordinates": [[0.02727, -3.74849, 1.75984], [-0.93986, -5.74159, -2.28708], [-2.02628, -6.79553, -0.76586], [-0.98396, -3.13015, -0.64552], [1.26462, -4.59954, 0.28238], [1.16195, -2.50513, 1.94812], [3.36635, 0.09332, -3.15148], [4.29926, 1.92844, -1.54147], [-5.56124, 2.91616, 7.68396], [-7.08333, 4.02245, 6.65371], [0.17687, -2.69609, 1.52576], [-2.83868, -4.40444, -0.88749], [-3.20934, 2.83466, -0.38417], [-5.45450, 4.72894, 6.55903], [1.47595, -3.67652, -0.23927], [0.92540, -1.37331, -0.61914], [5.58034, 4.11933, -1.72464], [-1.47796, -0.33442, 0.92617], [0.34369, -2.69390, -0.01319], [-7.34498, 1.79904, 8.09459], [-0.82390, 0.18730, 2.49771], [2.50947, -2.17740, -7.12421], [2.94097, -1.68289, -1.39352], [-0.61040, -1.97718, 3.33555], [-0.90272, -3.01268, -1.95076], [1.10209, -1.76275, -4.89304], [2.61249, -4.09137, -3.87225], [2.95223, 0.18482, -0.27369], [-3.69894, 2.03794, 0.81294], [3.85796, 2.49546, -2.36604], [-1.77569, 4.06432, 0.92520], [-1.81577, -2.63186, 2.29412], [5.36020, 5.89282, -0.73203], [3.68497, -0.51279, -3.99324], [-4.64555, 2.44957, 1.17699], [-3.11523, 1.30929, 3.01241], [-1.41630, 5.07373, 1.11930], [-4.45229, 2.57067, 7.35110], [5.69002, 2.96509, -3.35818], [1.22454, 0.63036, 1.32592], [4.77355, 5.00423, -0.96455], [2.74845, -1.30028, 1.33644], [1.65257, 0.54030, -2.04249], [1.32089, -4.81064, -2.09768], [-1.88672, -2.28514, -0.18740], [2.00470, -0.37730, 0.58293], [4.05460, 1.72154, -4.38863], [3.51603, -2.63792, -3.61393], [1.83903, -3.95417, -1.68374], [-2.68722, 2.04768, 1.89781], [-0.97516, 3.44172, 0.50690], [-2.32700, 3.44147, 2.18971], [-2.35146, 2.31763, -0.83805], [-3.57196, 1.86447, 4.45725], [3.40829, 1.58858, -3.52058], [2.40183, 1.88587, -3.82564], [1.26092, -0.37227, -3.47742], [2.99881, 3.03858, -1.96254], [-4.00069, 2.91438, -1.12883], [-3.84610, 1.01220, 0.47382], [-3.10220, -0.43504, 2.67987], [-6.66548, 2.62887, 9.49994], [-1.41585, -0.55438, 1.97602], [-5.87480, 1.16729, 8.86907], [1.96830, -0.30785, -2.65478], [-3.21149, 4.01950, 2.47763], [4.92000, 3.50513, -2.80241], [-0.16261, -0.59317, -0.95594], [1.91743, -1.59382, -1.81919], [-0.94612, -1.97353, 2.29559], [-6.40251, 4.85347, 8.05766], [2.49793, -3.01310, -3.76137], [2.86945, -2.02918, -6.10660], [1.64775, -2.80968, -2.57700], [0.02837, -6.31842, -0.44237], [-0.05623, 0.32030, -0.65428], [4.07335, -0.07997, -2.33550], [-2.81734, 4.15082, -0.04169], [3.07854, -0.96280, -5.99150], [4.46972, 4.53778, -0.02427], [1.86038, -2.52100, -5.07605], [2.90372, -4.23250, -1.65280], [3.88375, 5.31560, -1.51862], [4.48981, 4.25280, -3.48075], [1.32217, -3.37030, -5.50260], [-6.41515, 2.07024, 8.59690], [-1.60793, 3.50539, 3.00523], [4.07373, -2.71868, -5.95689], [-1.10910, -5.89609, -0.99265], [-6.16214, 4.21597, 7.20562], [-1.74946, -4.75802, 0.97194], [-1.61511, -4.56145, -0.34550], [2.33119, -3.23782, 0.27313]],
  "forces_ev_per_a": [[0.04, -0.02, -0.12], [0.16, 0.06, -0.59], [-0.55, -0.57, 0.08], [0.12, 0.02, -0.03], [-0.20, -0.11, 0.08], [-0.02, 0.42, -0.31], [-0.18, 0.14, 0.11], [-0.01, -0.14, -0.03], [-0.07, 0.03, 0.02], [-0.05, 0.02, 0.06], [-0.15, -0.25, 0.69], [-0.03, -0.03, 0.14], [0.06, 0.26, 0.06], [0.01, 0.00, 0.00], [0.10, -0.22, -0.06], [-0.01, 0.69, -0.42], [-0.06, 0.11, -0.02], [0.20, 0.07, -0.17], [0.70, -0.56, 0.40], [-0.05, 0.06, 0.04], [0.16, 0.04, -0.24], [0.04, -0.12, 0.01], [-0.05, -0.08, 0.25], [0.13, -0.09, -0.04], [0.09, -0.03, -0.35], [0.08, 0.09, -0.03], [0.08, 0.02, 0.06], [0.15, -0.18, -0.15], [0.40, -0.25, -0.42], [-0.08, 0.33, 0.02], [-0.36, 0.03, -0.09], [0.04, -0.04, -0.14], [0.02, -0.04, 0.00], [0.02, -0.11, 0.00], [-0.01, 0.00, 0.08], [0.12, -0.05, -0.39], [-0.01, -0.03, -0.07], [0.03, -0.01, 0.02], [0.06, 0.08, 0.02], [-0.07, -0.15, -0.10], [0.09, 0.03, -0.01], [0.07, -0.12, -0.11], [-0.20, -0.07, -0.02], [-0.23, -0.11, 0.03], [-0.44, 0.14, 0.17], [-0.22, 0.48, 0.46], [0.07, 0.08, 0.02], [-0.05, 0.16, 0.09], [0.27, 0.23, -0.40], [-0.48, 0.49, 0.57], [0.22, 0.10, 0.13], [0.02, 0.19, -0.15], [0.01, -0.07, -0.05], [0.08, 0.12, 0.01], [-0.17, -0.27, 0.12], [0.07, 0.04, -0.23], [-0.12, 0.08, 0.09], [0.03, -0.06, 0.13], [-0.01, -0.01, 0.03], [-0.18, -0.02, 0.17], [0.04, -0.21, 0.17], [-0.08, 0.02, -0.02], [-0.35, -0.07, 0.48], [0.00, 0.00, 0.00], [0.25, 0.27, 0.02], [-0.01, -0.03, 0.14], [0.08, -0.26, -0.06], [0.12, -0.07, -0.29], [0.25, -0.45, -0.33], [-0.24, 0.02, -0.22], [-0.08, -0.02, 0.00], [-0.23, -0.01, -0.32], [-0.08, 0.29, 0.13], [0.05, 0.04, 0.50], [0.41, 0.06, 0.14], [-0.08, 0.00, 0.34], [0.18, -0.10, -0.10], [0.15, -0.21, -0.05], [0.14, -0.07, 0.06], [-0.10, -0.02, -0.02], [-0.01, -0.43, -0.11], [0.02, -0.07, 0.10], [-0.01, 0.01, -0.01], [-0.04, 0.04, 0.02], [-0.05, 0.05, 0.03], [0.14, -0.08, -0.01], [0.01, -0.24, 0.01], [-0.14, 0.02, -0.11], [0.16, 0.66, 0.47], [0.15, -0.01, -0.08], [0.09, -0.02, 0.08], [-0.30, -0.03, -0.35], [-0.12, 0.10, 0.01]],
  "lowdin_charge": [0.12, 0.21, 0.23, -0.39, 0.13, 0.11, -0.18, 0.11, -0.51, 0.09, -0.08, 0.18, -0.19, 0.08, -0.07, -0.42, -0.18, 0.04, 0.00, 0.09, 0.07, 0.12, 0.13, 0.14, 0.22, 0.10, 0.13, 0.04, -0.15, -0.19, -0.18, 0.08, 0.09, 0.08, 0.14, -1.13, 0.13, 0.01, 0.13, -0.35, -0.10, 0.04, 0.10, 0.11, 0.18, 0.85, 0.11, 0.12, -0.14, -0.20, 0.12, -0.19, 0.12, 0.79, -0.18, 0.12, 0.12, 0.11, 0.13, 0.10, 0.92, 0.09, -0.46, 0.08, -0.14, 0.12, -0.25, 0.01, -0.28, -0.22, 0.09, -0.16, -0.19, -0.11, 0.18, 0.11, 0.11, -0.12, 0.11, 0.09, -0.13, 0.15, 0.09, 0.13, 0.12, -0.02, 0.12, -0.05, -0.59, -0.02, 0.17, -0.30, 0.12]
}